1.
The following is a DFT calculation (ωB97M-V/def2-TZVPD) of 5 unconnected molecules or ions with the total composition C6H20IO4 at a distorted geometry.

Geometry as XYZ:
```
31
Properties=species:S:1:pos:R:3:forces:R:3:nbo_charge:R:1
I -0.5878 5.8654 -30.9921 0.066 -0.162 0.086 -0.99
O 2.0686 7.8900 -34.1006 0.211 0.211 -0.428 -0.96
H 2.5078 8.0620 -33.2677 0.044 -0.044 0.275 0.47
H 1.3735 7.2694 -33.8818 -0.310 -0.225 0.253 0.49
O -3.3174 2.4460 -30.5542 -0.265 -0.390 -0.106 -0.95
H -3.4716 2.1854 -29.6462 -0.015 -0.029 0.198 0.46
H -2.8560 3.2821 -30.4889 0.388 0.516 -0.140 0.49
C 1.9179 2.2404 -26.3832 0.195 -0.938 0.488 -0.63
C 0.6119 2.0595 -27.1698 0.788 2.106 -0.092 0.08
C -0.0358 0.7501 -26.9873 -0.716 -0.607 0.473 -0.62
O -0.3388 3.0735 -26.7103 0.733 -0.590 -0.797 -0.74
H 2.5812 1.3872 -26.5250 -0.265 -0.586 0.119 0.19
H 1.6345 2.2871 -25.3317 0.221 0.016 0.156 0.21
H 2.6430 3.0281 -26.5879 -0.888 0.737 -0.401 0.22
H 0.8499 2.2008 -28.2241 -0.231 0.247 -0.198 0.18
H -0.4977 0.7659 -26.0001 0.423 -0.475 0.386 0.21
H 0.6821 -0.0548 -27.1454 -0.284 -0.225 0.164 0.20
H -0.9117 0.6526 -27.6287 0.270 -0.075 -0.432 0.22
H -0.4592 3.6321 -27.4817 -0.268 0.475 0.026 0.49
C 5.4829 4.4086 -31.3499 2.278 1.053 0.188 -0.64
C 5.7002 5.7390 -30.4949 -1.030 -1.516 -0.855 0.12
C 7.0465 6.4521 -30.7866 -1.066 0.174 0.258 -0.64
O 4.5878 6.5756 -30.7514 0.453 0.864 0.044 -0.73
H 4.5097 3.9405 -31.4981 -0.150 0.488 0.656 0.23
H 6.2030 3.7234 -30.9026 -0.217 -0.605 -0.039 0.19
H 5.8947 4.6041 -32.3400 -0.177 0.062 -0.254 0.20
H 5.6339 5.4226 -29.4539 0.388 0.102 0.308 0.14
H 6.9601 7.0566 -31.6895 0.057 -0.495 -0.414 0.22
H 7.8795 5.7495 -30.8112 -0.110 -0.016 -0.250 0.21
H 7.2837 7.2126 -30.0427 -0.181 -0.206 0.422 0.21
H 3.8219 6.0939 -30.4305 -0.343 0.136 -0.095 0.48
```
Forces are in eV/Å.

Properties
* net charge: -1
* energy above the lowest of the compared OMol25 structures with the same formula, charge and spin: 1.504 eV
* HOMO level: -4.06 eV
* frontier orbital gap: 6.82 eV
* LUMO level: 2.76 eV

=====

2.
The following is a DFT calculation (ωB97M-V/def2-TZVPD) of a molecular structure, C6H20KO4 at a distorted geometry.

Geometry as XYZ:
```
31
Properties=species:S:1:pos:R:3:forces:R:3:mulliken_charge:R:1
K 1.4800 -1.0498 0.1769 14.929 -7.178 -4.984 0.88
O 0.3433 -2.0118 -1.2589 -2.236 -3.943 -1.347 -0.49
H -0.0613 -2.8538 -1.0501 -0.222 -0.615 0.251 0.16
H 0.3319 -1.9707 -2.2151 -0.334 -0.702 -0.013 0.34
O 2.0107 -2.2087 2.0117 0.220 -0.810 1.475 -0.59
H 2.7020 -1.7508 2.4899 0.442 -0.058 0.351 0.32
H 1.4212 -2.5320 2.6930 -0.097 -0.340 0.360 0.30
C -0.5495 0.8741 2.8386 -0.228 0.081 0.505 -1.52
C -0.8377 -0.1631 1.7543 0.767 0.578 1.397 0.84
C -2.1225 0.0401 1.1270 -2.856 1.261 -1.127 -1.80
O 0.1736 -0.0713 0.7556 -11.010 6.377 8.276 -0.72
H -1.2231 0.7527 3.6869 0.127 -0.189 0.072 0.42
H -0.6907 1.9106 2.5324 -0.249 -0.060 -0.587 0.39
H 0.4773 0.8589 3.2039 0.118 -0.463 0.142 0.43
H -0.7713 -1.1790 2.1437 0.009 -0.140 0.393 0.02
H -2.2370 1.0472 0.7260 0.475 0.249 -0.110 0.48
H -2.9689 0.0770 1.8128 0.088 -0.816 0.272 0.42
H -2.3466 -0.5951 0.2700 0.058 -0.417 0.267 0.34
H 0.8008 0.5861 1.0653 -0.658 0.724 0.630 0.59
C 0.1648 -0.2441 -2.8629 -1.568 2.135 -0.162 -0.95
C 0.1203 1.2303 -2.4200 2.410 0.332 -0.551 0.16
C 0.1725 1.4710 -0.9542 -1.667 0.395 0.026 -0.16
O 1.3682 1.7838 -2.8717 -0.092 0.625 -1.025 -0.57
H -0.7526 -0.6729 -2.4596 -0.076 -0.125 -0.469 0.34
H 1.0175 -0.7183 -2.3769 0.360 1.142 -1.107 0.14
H 0.1592 -0.3012 -3.9514 0.295 -0.025 0.125 0.36
H -0.6840 1.8234 -2.8553 0.059 -0.257 -0.294 0.47
H -0.7545 1.1094 -0.5092 0.232 0.442 -0.377 -0.14
H 0.2485 2.5227 -0.6780 0.248 0.110 -0.433 0.30
H 0.9519 0.8968 -0.4533 0.257 1.619 -1.883 -0.09
H 2.0560 1.3387 -2.3712 0.201 0.070 -0.072 0.32
```
Forces are in eV/Å.

Properties
* net charge: +1
* energy above the lowest of the compared OMol25 structures with the same formula, charge and spin: 8.445 eV
* HOMO level: -12.96 eV
* frontier orbital gap: 9.61 eV
* LUMO level: -3.35 eV

=====

3.
The following is a DFT calculation (ωB97M-V/def2-TZVPD) of a molecular structure, C6H20LiN4O6 at a distorted geometry.

Geometry as XYZ:
```
37
Properties=species:S:1:pos:R:3:forces:R:3:nbo_charge:R:1
Li 0.2769 -0.5754 -0.1116 -0.062 -0.197 -0.099 0.89
C -2.8849 -0.2879 -0.7727 0.823 1.270 -0.165 -0.09
C -2.9279 0.9320 0.1471 -1.910 -0.255 -0.811 -0.10
O -3.5675 0.6757 1.4009 0.975 -0.107 0.297 -0.76
O -1.8605 -1.2029 -0.4505 0.265 -0.196 0.272 -0.74
H -2.5827 0.2163 -1.7004 -0.108 -0.679 -0.271 0.17
H -3.8458 -0.7810 -0.9255 -0.076 0.085 0.204 0.18
H -3.5648 1.6548 -0.3796 0.279 0.140 -0.046 0.18
H -1.9366 1.3758 0.2241 0.029 -0.203 0.558 0.20
H -4.5038 0.8642 1.3312 -0.094 0.019 -0.021 0.50
H -1.9484 -1.4600 0.4791 -0.059 -0.028 -0.113 0.49
C 2.1976 1.7857 -0.9384 -0.661 0.532 -0.170 -0.10
C 0.7756 2.2873 -1.1727 0.594 -0.252 -0.733 -0.09
O -0.0487 1.1934 -1.5776 -0.083 -0.423 0.628 -0.77
O 2.2728 0.9899 0.2345 0.157 0.003 -0.072 -0.73
H 2.8159 2.6881 -0.9281 0.350 -0.241 0.328 0.18
H 2.5071 1.1649 -1.7781 -0.003 -0.006 -0.036 0.19
H 0.8292 3.0129 -1.9881 -0.150 0.191 0.191 0.19
H 0.3808 2.7453 -0.2625 -0.059 0.047 -0.064 0.18
H -0.5171 1.3909 -2.3896 0.022 0.052 -0.055 0.50
H 2.5498 1.5464 0.9687 -0.104 -0.083 0.058 0.48
C -0.1348 0.3159 2.7530 0.299 -0.866 -0.629 0.80
O -0.0443 -0.4309 1.7562 -0.348 0.641 0.304 -0.78
N 0.9339 0.4824 3.5676 -0.192 0.336 0.126 -0.82
N -1.2579 0.9849 3.0810 0.314 0.035 0.093 -0.83
H 0.8645 1.0716 4.3751 0.195 -0.006 0.123 0.40
H 1.7765 -0.0323 3.3971 -0.047 -0.135 -0.041 0.42
H -2.1043 0.8485 2.5456 -0.145 -0.132 0.050 0.44
H -1.3440 1.3370 4.0156 -0.146 0.163 0.052 0.39
C 1.8078 -2.8630 -1.5152 0.556 1.490 0.240 0.80
O 1.1290 -2.1564 -0.7549 -0.198 -0.532 -0.305 -0.76
N 1.2967 -3.6505 -2.4840 -0.552 -0.092 0.222 -0.82
N 3.1634 -2.7729 -1.4805 -0.055 -0.659 -0.512 -0.82
H 0.2981 -3.6926 -2.5836 -0.004 0.034 0.074 0.42
H 1.8551 -4.1101 -3.1749 0.156 -0.078 0.008 0.40
H 3.7074 -3.3388 -2.1060 0.219 0.033 0.140 0.39
H 3.6356 -2.2092 -0.8024 -0.175 0.096 0.176 0.42
```
Forces are in eV/Å.

Properties
* net charge: +1
* energy above the lowest of the compared OMol25 structures with the same formula, charge and spin: 0.000 eV
* HOMO level: -13.02 eV
* frontier orbital gap: 10.96 eV
* LUMO level: -2.06 eV